Entry 1:
Entry from the Open Molecules 2025 dataset: a molecular structure, C4H15NO3 at a distorted geometry (wB97M-V/def2-TZVPD).

```
23
C4H15NO3 (wB97M-V/def2-TZVPD)
C 0.13 -1.30 -0.26
C -0.51 -0.75 -1.29
C 0.18 0.12 -2.27
O -0.70 2.06 -0.02
C -0.25 -1.18 1.20
N 0.38 -0.04 1.82
H 3.12 -1.66 -1.90
H 3.74 -1.40 -1.59
H -1.62 -0.69 -1.30
H 0.00 1.21 -2.09
H 1.24 0.03 -2.04
H -0.02 -0.05 -3.33
H -0.84 2.99 0.20
H 0.09 -2.01 1.82
H -1.34 -1.05 1.33
H 0.00 0.78 1.34
H 1.40 -0.06 1.56
H -3.24 1.00 0.95
H -1.72 1.30 0.27
O -2.49 0.54 0.56
H 3.21 0.36 0.81
H 1.23 -1.27 -0.25
O 2.55 -0.18 0.35
```

Summary:
Energy relative to the best compared isomer or geometry (same formula, charge and spin): 996.6 kJ/mol
Multiplicity: 1
HOMO level: -9.17 eV
Kohn-Sham gap: 4.248 eV
LUMO energy: -4.919 eV
Total energy: -441.50228 Eh

=====

Entry 2:
Entry from the Open Molecules 2025 dataset: 2 unconnected molecules or ions with the total composition C3H7NO2 (wB97M-V/def2-TZVPD).

```
13
C3H7NO2 (wB97M-V/def2-TZVPD)
C 0.79 1.76 0.85
C 1.49 0.51 0.37
O 1.45 -0.55 0.95
H 0.13 1.51 1.68
H 0.23 2.20 0.03
H 1.54 2.49 1.19
H 2.08 0.63 -0.56
N -1.99 -1.73 -1.26
C -0.98 -0.94 -0.82
O -0.67 0.13 -1.31
H -2.15 -2.64 -0.86
H -2.51 -1.45 -2.08
H -0.44 -1.36 0.05
```

Summary:
Energy relative to the best compared isomer or geometry (same formula, charge and spin): 95.6 kJ/mol
Multiplicity: 1
SMILES string: CC=O.NC=O
HOMO level: -9.62 eV
Kohn-Sham gap: 10.587 eV
LUMO energy: 0.964 eV
Total energy: -323.74456 Eh

=====

Entry 3:
Entry from the Open Molecules 2025 dataset: 8 unconnected molecules or ions with the total composition C12H40O8 at a distorted geometry (wB97M-V/def2-TZVPD).

```
60
C12H40O8 (wB97M-V/def2-TZVPD)
C -2.71 1.05 5.15
C -2.37 0.23 3.92
C -1.99 1.06 2.70
O -1.30 -0.65 4.28
H -1.87 0.99 5.85
H -3.59 0.71 5.69
H -2.80 2.11 4.88
H -3.15 -0.42 3.49
H -1.14 1.70 2.97
H -2.84 1.56 2.22
H -1.66 0.42 1.86
H -0.77 -0.87 3.50
C 1.06 2.88 0.78
C 0.97 4.37 0.62
O 2.00 4.98 1.42
H 1.06 2.62 1.83
H 1.99 2.46 0.37
H 0.31 2.38 0.18
H 0.01 4.82 0.86
H 1.19 4.67 -0.41
H 1.96 5.94 1.33
C 1.50 -2.95 3.95
C 0.75 -2.90 2.63
O 0.50 -1.54 2.22
H 1.76 -4.00 4.11
H 0.97 -2.47 4.76
H 2.50 -2.51 3.86
H -0.21 -3.42 2.68
H 1.33 -3.35 1.82
H 1.31 -1.13 1.92
C 2.79 1.11 -3.97
O 3.44 1.94 -3.00
H 2.64 0.12 -3.55
H 1.89 1.52 -4.43
H 3.45 1.05 -4.84
H 2.97 2.78 -2.99
C 0.53 -0.15 -1.10
O -0.22 -0.25 -2.27
H 1.07 -1.03 -0.78
H 1.36 0.55 -1.31
H 0.04 0.33 -0.25
H -0.84 0.47 -2.47
C 2.64 -3.90 -2.48
O 1.34 -3.41 -2.81
H 3.24 -4.10 -3.37
H 3.13 -3.16 -1.83
H 2.60 -4.79 -1.86
H 1.36 -2.46 -2.67
C -3.19 -1.77 -0.70
O -4.12 -2.82 -0.49
H -2.50 -1.97 -1.54
H -3.70 -0.82 -0.81
H -2.47 -1.74 0.13
H -3.71 -3.64 -0.78
C -1.20 1.03 -5.40
O -1.77 1.62 -4.25
H -1.62 1.43 -6.33
H -0.12 1.20 -5.48
H -1.28 -0.06 -5.36
H -2.52 2.17 -4.48
```

Summary:
Energy relative to the best compared isomer or geometry (same formula, charge and spin): 430.6 kJ/mol
Multiplicity: 1
SMILES string: CC(C)O.CCO.CCO.CO.CO.CO.CO.CO
HOMO level: -9.50 eV
Kohn-Sham gap: 9.826 eV
LUMO energy: 0.322 eV
Total energy: -1082.95891 Eh

=====

Entry 4:
Entry from the Open Molecules 2025 dataset: 2 unconnected molecules or ions with the total composition C3H10S at a distorted geometry (wB97M-V/def2-TZVPD).

```
14
C3H10S (wB97M-V/def2-TZVPD)
C 2.47 -0.11 0.71
S 1.87 1.55 1.18
C 0.99 1.83 -0.48
H 2.77 -0.30 -0.37
H 1.94 -1.01 0.97
H 3.51 -0.24 1.03
H 0.21 1.12 -0.69
H 0.68 2.88 -0.44
H 1.87 1.67 -1.09
C -6.11 -3.96 -2.03
H -6.72 -3.11 -2.38
H -6.78 -4.39 -1.28
H -5.32 -3.48 -1.43
H -5.92 -4.75 -2.76
```

Summary:
Energy relative to the best compared isomer or geometry (same formula, charge and spin): 91.9 kJ/mol
Multiplicity: 1
SMILES string: CSC.C
HOMO level: -8.68 eV
Kohn-Sham gap: 9.794 eV
LUMO energy: 1.117 eV
Total energy: -518.43679 Eh

=====

Entry 5:
Entry from the Open Molecules 2025 dataset: a molecular structure, C32H55MnN4OP2 at a distorted geometry (wB97M-V/def2-TZVPD).

```
95
C32H55MnN4OP2 (wB97M-V/def2-TZVPD)
C -0.50 2.79 -0.52
C -0.90 2.39 1.76
C -1.07 4.06 -0.44
C -1.36 3.73 1.91
C -1.46 4.55 0.81
H -1.13 4.65 -1.35
H -1.66 4.04 2.91
H -1.83 5.56 0.90
N -0.43 1.97 0.53
P 1.54 1.20 -1.65
P -0.73 -0.26 2.51
C 0.07 2.31 -1.85
H -0.71 1.75 -2.39
H 0.35 3.17 -2.47
C -0.94 1.46 2.83
H -1.23 1.85 3.81
C -2.53 -0.91 2.30
C 0.06 -0.96 4.10
C 1.72 0.19 -3.28
C 2.91 2.49 -1.43
C -2.47 -2.29 1.64
H -1.93 -3.03 2.25
H -3.49 -2.67 1.49
H -1.99 -2.23 0.65
C -3.26 -0.98 3.65
H -2.84 -1.73 4.33
H -3.29 -0.01 4.15
H -4.31 -1.27 3.45
C -3.30 0.04 1.37
H -4.30 -0.38 1.19
H -3.43 1.03 1.81
H -2.80 0.14 0.40
C -0.08 -2.49 4.09
H 0.31 -2.92 3.15
H 0.53 -2.90 4.91
H -1.11 -2.84 4.23
C 1.55 -0.63 4.13
H 2.10 -1.10 3.30
H 1.74 0.45 4.12
H 1.97 -1.03 5.07
C -0.57 -0.34 5.36
H -1.64 -0.54 5.46
H -0.06 -0.79 6.23
H -0.40 0.74 5.39
C 4.19 1.71 -1.10
H 5.02 2.42 -1.01
H 4.09 1.19 -0.13
H 4.45 0.97 -1.86
C 2.59 3.44 -0.27
H 1.81 4.17 -0.53
H 2.29 2.91 0.64
H 3.51 4.00 -0.02
C 3.11 3.38 -2.68
H 3.73 4.24 -2.38
H 3.66 2.87 -3.48
H 2.17 3.77 -3.08
C 0.39 0.23 -4.01
H 0.14 1.24 -4.38
H 0.43 -0.44 -4.88
H -0.42 -0.12 -3.36
C 2.01 -1.27 -2.89
H 1.19 -1.69 -2.28
H 2.09 -1.88 -3.80
H 2.95 -1.37 -2.32
C 2.83 0.67 -4.21
H 2.62 1.66 -4.63
H 3.82 0.67 -3.74
H 2.88 -0.02 -5.07
Mn 0.55 -0.03 0.37
C 1.94 0.69 1.27
O 2.89 0.96 1.92
N -0.81 -0.83 -0.90
C -1.74 -1.02 -1.57
C -2.85 -1.65 -2.38
C -4.20 -1.21 -1.81
C -2.76 -1.19 -3.84
C -2.70 -3.17 -2.32
H -4.34 -1.59 -0.79
H -4.28 -0.11 -1.80
H -5.02 -1.60 -2.42
H -1.85 -1.58 -4.32
H -3.62 -1.57 -4.41
H -2.78 -0.09 -3.91
H -3.47 -3.65 -2.93
H -1.72 -3.48 -2.71
H -2.81 -3.53 -1.28
N 1.12 -2.94 0.62
C 2.06 -3.89 0.56
C 3.27 -3.23 0.40
C 2.99 -1.87 0.40
N 1.64 -1.68 0.53
H 0.12 -3.10 0.76
H 1.82 -4.94 0.65
H 4.25 -3.66 0.30
H 3.67 -1.03 0.30
```

Summary:
Energy relative to the best compared isomer or geometry (same formula, charge and spin): 0.0 kJ/mol
Multiplicity: 4
HOMO level (alpha / beta): -16.50 / -17.92 eV
Kohn-Sham gap (alpha / beta): 6.387 / 7.268 eV
LUMO energy (alpha / beta): -10.111 / -10.651 eV
⟨S²⟩: 3.853
Net charge: +3
Total energy: -3379.37115 Eh

=====

Entry 6:
Entry from the Open Molecules 2025 dataset: a molecular structure, C4H6I4S at a distorted geometry (wB97M-V/def2-TZVPD).

```
15
C4H6I4S (wB97M-V/def2-TZVPD)
C -1.18 0.50 -1.39
C 1.76 -0.73 1.39
C -1.99 0.25 -0.21
C 2.62 -0.58 0.47
S -1.64 1.47 1.15
I -1.71 -1.80 0.50
I -4.13 0.38 -0.74
I 2.85 1.39 -0.41
I 3.95 -2.09 -0.26
H -1.79 0.80 -2.33
H -0.54 1.37 -1.28
H -0.54 -0.34 -1.67
H -0.40 1.13 1.38
H 0.96 -0.07 1.46
H 1.79 -1.69 1.92
```

Summary:
Energy relative to the best compared isomer or geometry (same formula, charge and spin): 0.0 kJ/mol
Multiplicity: 1
HOMO level: -9.22 eV
Kohn-Sham gap: 8.696 eV
LUMO energy: -0.526 eV
Total energy: -1744.89071 Eh

=====

Question: Which of these has the lowest total energy?
Answer: C32H55MnN4OP2

=====

What did the second record say?
Entry from the Open Molecules 2025 dataset: 2 unconnected molecules or ions with the total composition C3H7NO2 (wB97M-V/def2-TZVPD).

```
13
C3H7NO2 (wB97M-V/def2-TZVPD)
C 0.79 1.76 0.85
C 1.49 0.51 0.37
O 1.45 -0.55 0.95
H 0.13 1.51 1.68
H 0.23 2.20 0.03
H 1.54 2.49 1.19
H 2.08 0.63 -0.56
N -1.99 -1.73 -1.26
C -0.98 -0.94 -0.82
O -0.67 0.13 -1.31
H -2.15 -2.64 -0.86
H -2.51 -1.45 -2.08
H -0.44 -1.36 0.05
```

Summary:
Energy relative to the best compared isomer or geometry (same formula, charge and spin): 95.6 kJ/mol
Multiplicity: 1
SMILES string: CC=O.NC=O
HOMO level: -9.62 eV
Kohn-Sham gap: 10.587 eV
LUMO energy: 0.964 eV
Total energy: -323.74456 Eh